{
  "formula": "C48H113N3O10",
  "method": "ωB97M-V/def2-TZVPD",
  "elements": ["C", "C", "C", "C", "C", "C", "N", "O", "C", "C", "C", "H", "H", "H", "H", "H", "H", "H", "H", "H", "H", "H", "H", "H", "H", "H", "H", "H", "H", "H", "C", "C", "C", "C", "C", "C", "N", "O", "C", "C", "C", "H", "H", "H", "H", "H", "H", "H", "H", "H", "H", "H", "H", "H", "H", "H", "H", "H", "H", "H", "C", "C", "C", "C", "C", "C", "N", "O", "C", "C", "C", "H", "H", "H", "H", "H", "H", "H", "H", "H", "H", "H", "H", "H", "H", "H", "H", "H", "H", "H", "C", "C", "C", "O", "H", "H", "H", "H", "H", "H", "H", "H", "C", "C", "C", "O", "H", "H", "H", "H", "H", "H", "H", "H", "C", "C", "C", "O", "H", "H", "H", "H", "H", "H", "H", "H", "C", "C", "C", "O", "H", "H", "H", "H", "H", "H", "H", "H", "C", "C", "C", "O", "H", "H", "H", "H", "H", "H", "H", "H", "C", "C", "C", "O", "H", "H", "H", "H", "H", "H", "H", "H", "C", "C", "C", "O", "H", "H", "H", "H", "H", "H", "H", "H"],
  "coordinates": [[2.679, -2.349, 1.444], [3.981, -1.793, 1.850], [4.118, -1.928, 3.405], [4.399, -3.248, 4.018], [5.728, -3.745, 3.415], [5.796, -3.743, 1.885], [5.217, -2.482, 1.321], [5.115, -2.658, -0.080], [7.224, -3.840, 1.485], [5.099, -4.953, 1.405], [4.009, -0.307, 1.520], [2.627, -3.438, 1.426], [2.580, -2.032, 0.406], [1.888, -1.947, 2.077], [4.835, -1.185, 3.755], [3.150, -1.759, 3.878], [3.537, -3.890, 3.835], [4.316, -2.981, 5.072], [5.805, -4.801, 3.674], [6.506, -3.239, 3.986], [7.589, -4.780, 1.899], [7.312, -3.931, 0.402], [7.830, -2.999, 1.820], [4.101, -5.064, 1.827], [4.900, -5.110, 0.345], [5.342, -5.899, 1.888], [4.905, 0.148, 1.944], [3.173, 0.297, 1.872], [4.133, -0.275, 0.438], [5.821, -2.076, -0.371], [-7.461, 0.548, 1.534], [-6.969, 1.759, 2.292], [-7.322, 1.598, 3.782], [-6.708, 2.745, 4.667], [-5.154, 2.636, 4.507], [-4.562, 2.741, 3.092], [-5.451, 1.776, 2.299], [-4.966, 1.503, 1.041], [-4.753, 4.101, 2.477], [-3.093, 2.261, 3.066], [-7.754, 2.998, 1.653], [-7.087, -0.362, 2.002], [-7.173, 0.604, 0.485], [-8.545, 0.446, 1.484], [-8.386, 1.758, 3.956], [-7.092, 0.634, 4.237], [-6.929, 2.507, 5.708], [-7.049, 3.760, 4.463], [-4.823, 1.663, 4.871], [-4.613, 3.396, 5.071], [-4.498, 4.195, 1.421], [-5.753, 4.456, 2.726], [-4.105, 4.816, 2.985], [-2.477, 2.878, 3.720], [-3.024, 1.235, 3.428], [-2.735, 2.166, 2.041], [-8.743, 2.613, 1.403], [-7.361, 3.362, 0.703], [-7.929, 3.851, 2.309], [-4.940, 0.544, 1.001], [4.746, -4.483, -6.062], [3.537, -3.522, -5.856], [3.049, -3.888, -4.388], [2.000, -2.947, -3.737], [2.620, -1.484, -3.907], [3.367, -1.027, -5.236], [3.977, -2.120, -5.942], [4.696, -1.811, -7.150], [2.387, -0.257, -6.197], [4.501, -0.077, -4.887], [2.379, -3.951, -6.820], [5.196, -4.544, -7.053], [4.380, -5.500, -5.921], [5.487, -4.270, -5.292], [2.555, -4.852, -4.509], [3.934, -3.804, -3.758], [1.799, -3.090, -2.676], [1.007, -3.071, -4.169], [3.350, -1.322, -3.114], [1.763, -0.878, -3.613], [1.905, 0.528, -5.615], [2.850, 0.238, -7.050], [1.661, -0.993, -6.544], [4.017, 0.846, -4.565], [5.427, -0.312, -4.363], [4.979, 0.212, -5.823], [1.425, -3.441, -6.685], [2.187, -5.024, -6.798], [2.513, -3.883, -7.900], [3.978, -2.025, -7.751], [1.262, 1.244, 4.324], [1.456, 2.131, 5.538], [2.594, 1.652, 6.417], [1.964, 3.400, 5.108], [2.223, 1.189, 3.813], [0.453, 1.668, 3.728], [1.046, 0.233, 4.670], [0.532, 2.234, 6.107], [2.480, 0.652, 6.835], [2.851, 2.434, 7.132], [3.510, 1.485, 5.851], [1.619, 3.585, 4.231], [1.152, 5.773, 0.459], [0.827, 5.047, 1.765], [-0.607, 4.429, 1.872], [1.768, 4.008, 1.957], [1.143, 5.034, -0.342], [2.136, 6.240, 0.507], [0.368, 6.524, 0.367], [0.928, 5.796, 2.550], [-0.639, 3.649, 1.111], [-1.392, 5.146, 1.631], [-0.684, 3.872, 2.806], [2.188, 3.890, 1.101], [-1.169, -2.577, 2.515], [-2.723, -2.860, 2.472], [-3.551, -2.129, 1.564], [-2.847, -4.236, 2.259], [-1.079, -1.550, 2.868], [-0.675, -2.479, 1.548], [-0.574, -3.225, 3.159], [-3.166, -2.612, 3.437], [-4.570, -2.513, 1.620], [-3.225, -2.233, 0.529], [-3.612, -1.061, 1.771], [-2.435, -4.631, 3.031], [-5.850, -1.889, -3.381], [-5.432, -3.345, -2.918], [-3.878, -3.365, -2.735], [-6.100, -3.879, -1.760], [-5.718, -1.182, -2.562], [-6.878, -2.006, -3.723], [-5.290, -1.481, -4.223], [-5.628, -4.101, -3.679], [-3.352, -2.734, -3.452], [-3.323, -4.291, -2.881], [-3.441, -3.007, -1.803], [-5.556, -3.940, -0.972], [5.352, 3.132, -2.321], [3.805, 3.116, -2.253], [3.294, 1.920, -1.502], [3.412, 4.387, -1.750], [5.721, 2.179, -2.700], [5.924, 3.117, -1.393], [5.668, 3.984, -2.923], [3.503, 3.061, -3.299], [3.574, 0.940, -1.889], [2.208, 1.860, -1.568], [3.614, 2.025, -0.465], [3.858, 5.103, -2.208], [-0.304, 0.415, 0.456], [-1.051, 0.216, -0.913], [-0.676, -1.150, -1.563], [-2.471, 0.228, -0.752], [-0.138, 1.437, 0.799], [0.695, -0.015, 0.515], [-0.812, -0.169, 1.223], [-0.648, 0.957, -1.603], [0.365, -0.971, -1.834], [-1.383, -1.303, -2.379], [-0.864, -1.992, -0.897], [-2.736, 1.124, -0.533], [-2.294, 3.500, -2.595], [-3.576, 3.699, -1.620], [-4.866, 2.980, -2.106], [-3.066, 3.104, -0.400], [-2.277, 4.339, -3.291], [-2.395, 2.690, -3.318], [-1.302, 3.591, -2.153], [-3.707, 4.753, -1.375], [-4.737, 2.076, -2.701], [-5.479, 3.599, -2.761], [-5.443, 2.679, -1.232], [-3.807, 2.975, 0.197]],
  "forces_ev_per_a": [[-0.7, -0.7, -1.4], [1.7, -0.9, 3.0], [-1.0, 1.1, -0.5], [0.4, -0.1, -1.2], [-1.1, -0.9, 1.8], [-0.8, 1.6, 0.7], [-0.2, 0.7, 0.6], [0.0, 0.3, -0.2], [0.9, -0.2, -0.6], [-2.8, -2.2, 0.1], [1.2, -0.2, -0.6], [0.0, 0.0, 0.2], [-0.7, -0.1, -0.2], [-0.1, 0.1, -0.2], [0.1, 0.1, 0.1], [-0.3, 1.2, -0.4], [0.2, -0.4, -0.2], [0.9, -0.8, 0.4], [0.4, -0.1, 0.2], [0.4, 0.3, -0.7], [0.4, 0.1, 0.1], [0.0, 0.1, -0.1], [0.0, 0.0, 0.1], [-0.7, 1.1, 0.0], [0.7, 0.3, 0.0], [1.6, -0.1, -0.4], [0.1, 0.0, 0.0], [-0.3, -0.4, -0.2], [-0.3, 0.5, -0.1], [0.0, 0.0, -0.5], [0.2, -0.6, -0.4], [0.4, 1.3, 0.8], [-0.8, 2.3, 0.8], [1.9, -1.5, -0.7], [0.2, 0.5, 0.0], [-1.9, -1.4, -1.3], [-0.8, -0.9, 1.6], [0.5, 0.5, -1.3], [0.4, 1.2, 1.0], [-1.0, -0.6, -0.1], [0.1, -0.7, 0.3], [0.2, -0.2, -0.2], [0.3, -0.2, 0.0], [-0.1, 0.3, 0.5], [-0.4, -0.4, -0.5], [0.4, -0.1, -0.4], [-0.1, 0.2, 0.1], [-0.3, -0.2, -0.3], [-0.1, -0.1, 0.2], [-0.1, 0.1, 0.4], [-0.4, -0.2, 0.1], [-0.1, 0.0, -0.6], [0.3, 0.2, 0.1], [0.0, 0.2, -0.3], [-0.2, -0.1, 0.3], [0.3, 0.6, 0.1], [-0.1, 0.0, 0.1], [0.5, -0.1, 0.1], [0.3, 0.0, 0.1], [0.3, -0.2, -0.2], [-0.6, -0.1, 0.0], [-0.4, -0.4, 0.0], [-0.9, 1.2, -0.3], [1.7, 1.3, -1.6], [-0.6, -1.0, 0.2], [-0.5, 0.4, -0.5], [0.9, -2.6, 1.2], [-1.4, -0.3, 1.1], [0.1, -0.3, 1.1], [0.1, 1.6, -1.2], [-0.2, 0.0, -0.6], [0.0, 0.7, 0.0], [-0.1, -0.1, 0.4], [0.2, 0.0, -0.2], [0.8, -0.4, 0.4], [0.0, -0.8, 0.1], [0.6, -0.3, 0.1], [0.1, 0.3, -0.5], [0.1, -0.4, 0.1], [0.3, 0.9, -0.6], [-0.3, 0.0, -0.1], [0.3, -0.3, 0.0], [-0.3, 0.2, -0.1], [0.4, 0.2, 0.6], [-0.7, -0.8, 1.0], [-0.3, 0.1, -0.5], [0.0, 0.1, 0.6], [0.0, -0.2, 0.8], [0.8, 0.7, -0.2], [0.2, 0.3, -1.1], [0.1, -0.1, 0.8], [1.5, 0.1, -0.4], [0.5, -0.6, 0.1], [-0.6, 0.3, 0.1], [-0.2, 0.2, -0.4], [0.1, -0.4, -0.4], [-0.4, -0.1, -0.2], [-0.1, 0.1, 0.1], [-0.6, 0.2, 0.6], [-0.2, -0.3, 0.4], [0.0, 0.4, -0.6], [0.0, 0.1, -0.3], [-0.8, -0.4, 0.8], [-0.8, 0.3, 0.0], [1.6, -0.1, -1.1], [0.2, -0.1, 0.4], [-0.1, 0.3, -0.4], [-0.1, 0.0, 0.0], [0.1, 0.1, -0.6], [0.2, -0.1, 0.4], [-0.2, 0.0, -0.2], [-0.1, -0.1, 0.5], [-0.3, 0.5, 0.2], [0.3, -0.3, 0.0], [-1.2, 1.8, -0.2], [2.9, -0.7, 2.2], [-1.2, 1.2, -2.6], [-0.7, -1.1, -0.2], [0.2, 0.1, 0.6], [-0.3, -0.7, -0.3], [-0.4, -0.2, 0.1], [0.4, -0.1, 0.7], [-0.1, -0.1, 0.1], [0.0, 0.1, -0.2], [0.3, 0.1, 0.2], [0.0, -0.4, -0.1], [-0.5, -1.7, 0.6], [2.5, 0.3, 0.3], [0.8, 0.2, -0.3], [-0.7, 0.6, -0.6], [-0.4, -0.1, 0.1], [-0.2, 0.6, 0.3], [0.3, -0.5, 0.0], [-0.3, 0.4, -0.4], [-0.5, 0.3, -0.4], [-0.8, -0.7, 0.0], [-0.8, 0.3, 0.5], [0.4, 0.3, -0.2], [0.0, -0.9, 0.1], [2.5, 0.3, -1.2], [-0.9, 0.5, 0.6], [-1.2, -0.4, 1.1], [-0.1, 0.1, -0.9], [-0.6, 0.7, 0.6], [0.3, -0.2, -0.2], [-0.3, -0.2, -0.2], [0.7, 0.3, -0.2], [-0.3, 0.3, 0.3], [-0.2, -0.3, 0.2], [0.2, -0.2, -0.2], [-0.2, -0.6, -0.1], [0.8, -1.2, 1.0], [-0.9, 1.5, 0.8], [0.7, -0.1, -0.2], [-0.6, 0.2, -0.2], [0.3, -0.2, -0.7], [-0.4, 0.3, 0.1], [-0.6, 0.5, -0.2], [0.0, -0.9, -0.3], [0.5, 0.1, -0.5], [0.5, 0.0, 0.3], [-0.1, 0.6, 0.0], [-1.8, 1.6, -0.6], [2.5, -1.8, -0.7], [0.3, 0.4, 0.0], [-0.3, -0.1, -0.3], [-0.2, 0.4, -0.1], [0.1, -0.6, 0.7], [-0.3, -0.5, 0.6], [-0.3, 0.1, -0.5], [0.7, -0.1, 0.2], [0.0, 0.4, 0.2], [-0.2, 0.2, 0.0], [-0.2, -0.3, 0.2]],
  "mulliken_charge": [-1.140, 2.644, -1.159, -0.947, -1.555, 2.474, -0.289, -0.353, -2.189, -1.907, -1.932, 0.193, 0.049, 0.188, 0.566, 0.019, 0.206, 0.544, 0.484, 0.384, 0.393, 0.377, 0.476, 0.375, 0.261, 0.525, 0.624, -0.077, 0.273, 0.308, -2.237, 2.155, -1.303, -0.707, -1.495, 2.100, -0.340, 1.000, -1.459, -1.704, -1.855, 0.349, 0.274, 0.574, 0.365, 0.357, 0.440, 0.364, 0.414, 0.456, -0.097, 0.318, 0.573, 0.463, 0.363, -0.042, 0.568, 0.135, 0.321, -0.122, -1.998, 2.373, -1.463, -0.475, -1.481, 3.890, -0.659, -0.327, -2.559, -2.174, -2.113, 0.344, 0.378, 0.411, 0.489, 0.396, 0.379, 0.204, 0.121, 0.205, 0.502, 0.426, 0.275, 0.164, 0.237, 0.582, 0.270, 0.461, 0.468, 0.361, -0.728, 0.682, -1.586, -0.562, 0.168, -0.092, 0.465, 0.174, 0.414, 0.352, 0.338, 0.236, -1.587, 0.488, -0.245, -0.318, 0.244, 0.371, 0.527, 0.236, -0.333, 0.444, -0.044, 0.101, -0.414, 0.058, -0.059, -0.326, 0.034, -0.091, 0.437, -0.020, 0.441, -0.362, -0.227, 0.333, -1.118, 0.536, -1.002, -0.484, 0.046, 0.414, 0.409, 0.224, 0.370, 0.466, -0.195, 0.301, -1.595, 0.394, -0.524, -0.100, 0.286, 0.402, 0.415, 0.042, 0.090, 0.135, 0.249, 0.228, 0.426, 1.159, -0.926, 0.116, -0.207, 0.026, -0.407, 0.087, -0.063, 0.187, 0.223, -0.432, -1.769, 0.347, -1.149, 0.358, 0.540, 0.418, 0.125, 0.515, 0.283, 0.489, -0.048, -0.565],
  "charge": -1,
  "s_squared": 0.750,
  "multiplicity": 2,
  "de_lowest_ev": 2.084,
  "max_force_ev_per_a": 3.72,
  "e_tot_ev": -76544.8275,
  "homo_lumo_gap_ev": [1.31, 8.12],
  "homo_energy_ha": [0.0267, -0.2232]
}